The following is a DFT calculation (ωB97M-V with the def2-TZVPD basis set) of a 11-piece molecular cluster, C73H161B2F8N8O3 overall in a non-equilibrium geometry.

Each line ends with the Mulliken charge.
Element x y z (Å)
C: 7.42 -2.50 1.28  -1.441
C: 6.16 -1.85 0.66  -0.044
C: 4.86 -2.07 1.47  -0.876
N: 3.50 -1.65 0.78  1.189
C: 3.41 -2.38 -0.56  -1.149
C: 1.94 -2.37 -1.19  1.015
C: 0.79 -2.71 -0.19  -1.744
C: 0.94 -2.00 1.11  0.626
C: 2.37 -2.12 1.71  -1.132
C: 3.53 -0.14 0.58  -0.891
H: 7.33 -3.58 1.43  0.358
H: 7.64 -2.01 2.23  0.345
H: 8.33 -2.32 0.71  0.387
H: 5.90 -2.22 -0.33  0.272
H: 6.18 -0.76 0.75  0.228
H: 4.79 -1.52 2.41  0.413
H: 4.78 -3.16 1.55  0.564
H: 3.50 -3.45 -0.43  0.558
H: 4.16 -2.08 -1.30  0.295
H: 1.83 -2.86 -2.16  0.869
H: 1.70 -1.32 -1.38  -1.302
H: 0.83 -3.77 0.06  0.598
H: -0.26 -2.67 -0.48  0.330
H: 0.24 -2.36 1.86  0.699
H: 0.80 -0.94 0.89  -0.597
H: 2.59 -3.16 1.97  0.515
H: 2.36 -1.58 2.65  0.216
H: 3.78 0.44 1.47  -0.091
H: 2.65 0.27 0.08  -0.019
H: 4.34 0.05 -0.11  0.573
C: 6.50 6.02 0.66  -1.678
C: 5.54 5.02 -0.01  0.201
C: 4.51 5.56 -1.05  -0.452
N: 3.65 4.54 -1.84  0.295
C: 3.14 3.42 -0.99  -0.627
C: 2.12 3.84 -0.01  -0.172
C: 0.84 4.33 -0.76  0.281
C: 1.32 5.56 -1.61  -1.226
C: 2.50 5.29 -2.62  0.043
C: 4.50 3.79 -2.87  -0.895
H: 7.28 5.49 1.21  0.430
H: 6.07 6.88 1.17  0.295
H: 7.13 6.46 -0.11  0.474
H: 5.02 4.65 0.87  -0.167
H: 6.10 4.20 -0.45  0.307
H: 5.00 6.14 -1.83  0.542
H: 3.78 6.24 -0.62  0.430
H: 4.00 2.97 -0.48  0.519
H: 2.74 2.54 -1.49  -0.580
H: 2.58 4.63 0.59  0.260
H: 1.82 3.00 0.62  0.479
H: 0.14 4.63 0.02  0.361
H: 0.40 3.51 -1.33  -0.522
H: 1.53 6.36 -0.90  0.423
H: 0.47 5.93 -2.18  0.578
H: 2.98 6.15 -3.08  0.458
H: 2.20 4.60 -3.41  -0.088
H: 3.82 3.24 -3.52  0.212
H: 5.26 3.15 -2.43  0.301
H: 4.93 4.58 -3.48  0.444
C: -2.45 -0.11 2.41  0.210
C: -3.82 0.46 1.91  0.429
C: -4.26 -0.17 0.52  -0.662
N: -5.57 0.32 -0.12  0.839
C: -5.69 -0.29 -1.60  -0.675
C: -7.09 -0.01 -2.17  -0.795
C: -8.26 -0.46 -1.23  -0.799
C: -8.14 0.09 0.20  -0.787
C: -6.73 -0.08 0.82  -0.701
C: -5.52 1.84 -0.22  -0.988
H: -1.94 -0.61 1.59  0.086
H: -2.67 -0.88 3.15  -0.105
H: -1.80 0.68 2.78  -0.378
H: -3.63 1.50 1.67  0.243
H: -4.59 0.47 2.68  -0.159
H: -4.38 -1.23 0.74  -0.022
H: -3.41 -0.01 -0.15  0.080
H: -5.81 -1.35 -1.39  0.339
H: -4.82 0.07 -2.14  0.637
H: -7.16 -0.50 -3.14  0.439
H: -7.15 1.05 -2.38  0.347
H: -8.33 -1.55 -1.15  0.295
H: -9.18 -0.14 -1.72  0.415
H: -8.78 -0.52 0.84  0.420
H: -8.39 1.15 0.28  0.409
H: -6.56 -1.13 1.09  0.394
H: -6.60 0.52 1.72  0.245
H: -5.43 2.26 0.78  0.354
H: -6.47 2.24 -0.58  0.519
H: -4.57 2.08 -0.70  0.266
C: -0.76 -3.89 -7.15  -1.360
C: 0.00 -4.73 -8.17  -0.060
C: -0.79 -4.82 -9.50  -0.835
N: 0.00 -5.48 -10.73  0.191
C: 0.24 -6.96 -10.38  -0.575
C: 0.73 -7.75 -11.56  -0.841
C: -0.10 -7.56 -12.89  -0.702
C: -0.39 -6.06 -13.14  -0.733
C: -0.87 -5.27 -11.97  -0.594
C: 1.36 -4.68 -10.95  -0.984
H: -1.85 -4.02 -7.18  0.448
H: -0.58 -2.82 -7.17  0.154
H: -0.54 -4.09 -6.10  0.514
H: 0.10 -5.75 -7.80  0.290
H: 1.01 -4.36 -8.38  0.299
H: -1.07 -3.80 -9.77  0.383
H: -1.66 -5.44 -9.30  0.362
H: -0.68 -7.47 -10.10  0.392
H: 0.90 -7.04 -9.51  0.413
H: 0.88 -8.80 -11.34  0.431
H: 1.71 -7.31 -11.76  0.337
H: -1.01 -8.16 -12.82  0.336
H: 0.39 -7.95 -13.78  0.380
H: -1.15 -6.02 -13.91  0.401
H: 0.42 -5.52 -13.63  0.369
H: -1.85 -5.58 -11.61  0.451
H: -1.00 -4.20 -12.13  0.469
H: 1.82 -5.08 -11.85  0.470
H: 2.13 -4.79 -10.18  0.333
H: 1.10 -3.64 -11.11  0.359
C: 4.41 -3.16 6.60  -1.378
C: 2.89 -2.74 6.54  -0.332
C: 2.63 -1.20 7.03  -0.286
N: 1.13 -0.80 7.02  0.657
C: 0.23 -1.26 8.28  -0.680
C: 0.65 -0.57 9.62  -0.742
C: 0.63 0.93 9.53  -0.827
C: 1.40 1.39 8.26  -0.662
C: 0.92 0.71 6.97  0.033
C: 0.42 -1.39 5.76  -1.440
H: 4.83 -3.13 7.61  0.403
H: 4.95 -2.33 6.13  0.334
H: 4.55 -4.11 6.09  0.381
H: 2.28 -3.42 7.15  0.355
H: 2.50 -2.90 5.54  0.261
H: 3.10 -0.44 6.40  0.070
H: 2.95 -1.08 8.07  0.457
H: 0.47 -2.31 8.42  0.381
H: -0.82 -1.22 7.99  0.545
H: 1.57 -1.05 9.97  0.384
H: -0.11 -0.87 10.34  0.431
H: 1.01 1.34 10.47  0.409
H: -0.39 1.28 9.40  0.289
H: 2.48 1.32 8.42  0.379
H: 1.18 2.45 8.09  0.313
H: 1.62 1.12 6.24  -0.499
H: -0.08 1.02 6.67  0.448
H: -0.58 -0.95 5.69  0.564
H: 0.27 -2.47 5.84  0.480
H: 1.05 -1.12 4.91  0.241
C: -3.13 0.00 -6.43  -1.470
C: -2.01 -0.08 -5.37  0.370
C: -0.70 0.10 -6.08  -0.996
N: 0.58 0.54 -5.31  0.533
C: 1.81 0.62 -6.22  -0.097
C: 1.77 1.71 -7.24  -0.835
C: 1.62 3.10 -6.60  -0.569
C: 0.38 3.11 -5.71  -1.168
C: 0.41 1.99 -4.63  0.262
C: 0.80 -0.47 -4.12  -0.618
H: -3.04 0.88 -7.07  0.397
H: -4.11 0.12 -5.96  0.341
H: -3.25 -0.89 -7.05  0.320
H: -2.07 -1.08 -4.94  0.384
H: -2.27 0.63 -4.59  -0.101
H: -0.77 0.89 -6.83  0.528
H: -0.41 -0.79 -6.63  0.266
H: 1.89 -0.32 -6.76  0.438
H: 2.71 0.66 -5.60  -0.076
H: 0.99 1.56 -7.98  0.328
H: 2.73 1.75 -7.75  0.556
H: 1.56 3.96 -7.27  0.519
H: 2.48 3.30 -5.97  0.090
H: -0.50 3.02 -6.34  0.509
H: 0.25 4.07 -5.22  0.545
H: -0.57 1.89 -4.16  0.256
H: 1.25 2.03 -3.94  -0.204
H: 1.20 0.05 -3.26  -0.511
H: 1.39 -1.30 -4.51  0.465
H: -0.17 -0.86 -3.81  0.247
C: -7.21 0.26 4.65  -1.275
C: -6.61 -0.68 5.63  -0.446
C: -5.48 -1.49 4.91  -0.108
N: -5.09 -2.86 5.55  0.202
C: -6.24 -3.93 5.28  -0.843
C: -6.35 -4.52 3.79  -0.335
C: -4.93 -4.92 3.25  -1.113
C: -3.80 -3.81 3.42  0.237
C: -3.76 -3.45 4.96  -0.869
C: -4.90 -2.70 7.07  -0.924
H: -7.65 -0.28 3.81  0.294
H: -6.59 1.11 4.36  0.223
H: -8.10 0.70 5.10  0.509
H: -7.28 -1.47 5.97  0.326
H: -6.23 -0.26 6.56  0.408
H: -4.62 -0.82 4.85  0.323
H: -5.61 -1.69 3.85  -0.101
H: -7.20 -3.54 5.63  0.550
H: -6.00 -4.78 5.92  0.530
H: -6.70 -3.68 3.21  0.041
H: -7.11 -5.28 3.64  0.485
H: -4.89 -5.26 2.22  0.475
H: -4.58 -5.80 3.80  0.393
H: -4.00 -2.99 2.73  -0.489
H: -2.82 -4.17 3.12  0.626
H: -3.08 -2.64 5.21  0.555
H: -3.46 -4.31 5.55  0.388
H: -4.23 -1.85 7.07  0.427
H: -4.39 -3.57 7.47  0.344
H: -5.87 -2.43 7.51  0.353
C: 4.83 5.91 4.03  -1.641
C: 3.58 4.96 4.10  0.491
C: 2.22 5.73 4.37  -0.877
N: 0.96 4.82 4.57  0.635
C: -0.14 5.80 5.07  -0.646
C: -1.58 5.20 5.09  -1.163
C: -1.95 4.51 3.72  -1.259
C: -0.89 3.55 3.21  0.793
C: 0.55 4.19 3.23  -0.355
C: 1.21 3.80 5.64  -1.099
H: 4.54 6.86 3.59  0.388
H: 5.69 5.48 3.52  0.387
H: 5.17 6.15 5.04  0.432
H: 3.82 4.36 4.97  0.202
H: 3.52 4.31 3.22  -0.029
H: 2.05 6.39 3.52  0.433
H: 2.43 6.31 5.27  0.325
H: -0.19 6.64 4.37  0.518
H: 0.19 6.19 6.03  0.556
H: -2.41 5.89 5.24  0.541
H: -1.79 4.67 6.02  0.369
H: -2.07 5.24 2.92  0.404
H: -2.90 3.98 3.72  0.570
H: -1.34 3.31 2.24  -0.059
H: -1.07 2.60 3.72  -0.354
H: 0.71 4.86 2.39  0.286
H: 1.28 3.39 3.14  -0.106
H: 1.96 3.07 5.34  -0.005
H: 0.27 3.31 5.90  0.758
H: 1.46 4.36 6.55  0.336
B: 4.38 -0.10 -3.60  -0.164
F: 4.57 0.95 -4.44  -0.367
F: 5.57 -0.63 -3.18  -0.384
F: 3.66 0.16 -2.43  0.355
F: 3.71 -1.10 -4.24  -0.284
B: -0.72 1.07 -0.96  -0.237
F: -1.03 -0.21 -0.93  -0.401
F: 0.58 1.20 -1.33  0.168
F: -1.45 1.67 -2.01  -0.315
F: -1.02 1.66 0.23  0.141
O: 5.11 1.02 3.54  -0.500
C: 4.06 1.39 4.21  0.371
O: 4.24 1.82 5.31  -0.862
O: 2.90 1.23 3.83  -0.262
H: 5.67 1.30 4.27  0.362

Properties
Orbital gap: 7.280 eV
Total charge: +5
Highest occupied orbital energy: -15.80 eV
E_LUMO: -8.52 eV